No. 1
80
Properties=species:S:1:pos:R:3:forces:R:3 method="wB97M-V/def2-TZVPD" max_force_ev_per_a=3.468 e_homo_ev="-15.84 / -15.20" e_lumo_ev="-8.45 / -9.71" e_above_lowest_kcal_mol=44.0 gap_ev="7.38 / 5.49" charge=+3
Lu 1.803 0.444 0.518 -2.72 -1.40 -1.63
P -0.791 -0.885 0.567 -1.31 -0.65 -0.09
P 2.699 -2.165 0.500 0.51 -1.17 0.37
P -1.770 2.850 -3.439 0.46 -1.01 -0.44
H 3.447 0.984 -1.827 -0.11 -0.07 0.32
C 2.978 1.553 -1.018 0.93 1.11 -1.55
C 3.616 1.682 0.231 1.85 1.16 -0.15
H 4.532 1.127 0.463 -0.13 0.16 -0.22
C -1.554 -1.733 -0.869 0.27 -0.01 -0.18
C -0.968 -2.206 1.842 0.29 0.07 0.12
C -2.204 0.169 1.082 0.15 0.20 0.16
C 4.497 -2.235 0.195 0.06 0.27 -0.18
C 2.578 -3.103 2.069 -0.13 0.01 0.15
C 2.047 -3.374 -0.698 -0.28 0.21 -0.31
C -2.074 4.176 -4.575 0.15 0.54 -0.48
C -1.399 3.476 -1.790 0.23 0.04 0.54
C -3.172 1.723 -3.406 -0.39 -0.08 0.16
H 2.387 2.395 -1.415 0.14 -0.32 0.30
H 3.471 2.594 0.821 0.08 -0.29 -0.14
H -2.496 -2.218 -0.582 0.23 0.15 -0.03
H -0.861 -2.490 -1.256 -0.17 0.08 0.01
H -1.733 -1.012 -1.675 -0.01 -0.15 0.13
H -2.030 -2.344 2.088 0.30 -0.01 -0.13
H -0.436 -1.915 2.757 -0.20 -0.17 -0.09
H -0.555 -3.155 1.478 -0.09 0.22 0.12
H -3.096 -0.455 1.240 0.26 0.20 -0.13
H -2.417 0.925 0.318 -0.01 -0.09 0.14
H -1.962 0.679 2.022 -0.10 -0.03 -0.18
H 5.012 -2.276 1.160 0.06 0.03 -0.26
H 4.816 -1.340 -0.349 0.16 -0.23 0.03
H 4.731 -3.126 -0.397 0.11 0.19 0.19
H 2.721 -4.174 1.855 0.02 0.35 0.20
H 1.597 -2.958 2.540 0.31 -0.18 -0.08
H 3.365 -2.756 2.754 -0.27 -0.19 -0.13
H 2.771 -4.194 -0.789 -0.28 0.13 0.04
H 1.923 -2.888 -1.675 0.00 -0.25 0.14
H 1.077 -3.763 -0.363 0.25 0.06 -0.11
H -3.076 4.060 -5.004 0.25 0.14 0.05
H -1.324 4.125 -5.378 -0.31 0.16 0.19
H -1.995 5.142 -4.063 -0.05 -0.15 -0.22
H -2.015 4.371 -1.596 0.17 -0.37 -0.08
H -0.337 3.756 -1.703 -0.35 -0.02 -0.17
H -1.623 2.713 -1.021 0.05 0.28 -0.43
H -3.959 2.142 -4.054 0.16 -0.28 0.34
H -3.551 1.608 -2.377 0.03 0.03 -0.45
H -2.858 0.743 -3.795 -0.12 0.34 0.13
C 0.868 -1.238 -4.095 0.39 -1.30 -0.26
C 0.107 -2.306 -4.640 0.26 -0.41 -0.39
C 0.738 -3.437 -5.123 -0.04 0.18 0.28
C 2.133 -3.583 -4.994 -0.61 0.27 0.01
C 2.884 -2.575 -4.379 0.41 0.49 0.34
C 2.275 -1.407 -3.933 -0.03 -0.24 -0.42
S 0.024 0.143 -3.752 0.19 0.51 0.84
H -0.687 2.020 -3.955 -0.82 1.46 0.58
H -0.974 -2.178 -4.721 0.36 -0.11 -0.05
H 0.122 -4.188 -5.592 0.18 -0.23 -0.06
H 2.625 -4.463 -5.384 0.00 -0.04 0.00
H 3.972 -2.698 -4.271 -0.58 0.09 -0.11
H 2.853 -0.576 -3.540 -0.02 -0.16 -0.01
C -0.187 4.464 2.470 -0.23 0.09 -0.25
N 0.329 3.396 3.332 0.20 -0.27 -0.13
C 0.671 3.790 4.689 -0.02 0.23 0.74
C 0.791 2.265 2.786 -0.20 0.86 -0.91
N 0.737 2.092 1.449 -0.40 -0.29 1.14
N 1.393 1.306 3.562 0.41 -0.46 -0.55
C 0.894 0.953 4.883 0.03 -0.38 1.18
C 2.092 0.203 2.881 -1.00 0.55 0.79
H -0.491 5.299 3.116 -0.02 -0.37 -0.38
H -1.065 4.114 1.903 0.20 0.22 0.24
H 0.580 4.837 1.761 -0.25 -0.22 0.39
H -0.045 3.401 5.423 0.20 0.14 -0.17
H 1.678 3.455 4.945 -0.12 0.17 -0.04
H 0.637 4.880 4.734 0.15 -0.22 0.11
H 0.191 2.806 0.974 0.41 -0.02 0.25
H 1.100 -0.117 5.045 -0.19 0.44 -0.02
H 1.436 1.505 5.664 -0.35 -0.31 -0.16
H -0.191 1.096 5.008 0.40 0.08 -0.22
H 1.304 -0.471 2.396 0.91 0.31 0.55
H 2.906 0.643 2.225 -0.23 -0.35 0.65
H 2.617 -0.441 3.586 -0.06 0.29 0.10

***

No. 2
15
Properties=species:S:1:pos:R:3:forces:R:3 method="wB97M-V/def2-TZVPD" max_force_ev_per_a=4.494 e_homo_ev=-8.72 e_lumo_ev=0.73 e_above_lowest_kcal_mol=112.5 gap_ev=9.44
C -3.792 -0.433 0.190 2.99 0.84 0.02
C -2.624 -0.132 0.213 3.26 -0.01 0.28
C -1.088 0.023 0.231 -4.36 -0.65 -0.23
C -0.040 0.821 0.174 0.03 0.40 0.12
C 0.381 2.236 0.035 -0.20 -1.78 0.53
C 0.159 -0.613 0.021 0.13 -0.44 0.26
N 0.721 -1.727 -0.114 0.48 -0.12 -0.45
C 2.210 -1.845 -0.101 -2.19 0.63 -3.87
H -4.778 -0.416 -0.037 -2.49 -0.34 -0.22
H 1.429 2.283 0.095 1.26 0.54 0.07
H -0.127 2.911 0.661 -0.43 0.58 1.45
H 0.020 2.525 -0.893 -0.21 0.59 -2.27
H 2.615 -0.869 -0.069 1.01 0.95 0.79
H 2.606 -2.274 -1.095 -0.78 0.20 1.56
H 2.306 -2.490 0.687 1.49 -1.39 1.96

***

No. 3
120
Properties=species:S:1:pos:R:3:forces:R:3 method="wB97M-V/def2-TZVPD" max_force_ev_per_a=5.095 e_homo_ev=2.51 e_lumo_ev=5.11 gap_ev=2.61 charge=-3
C 3.246 4.401 3.353 0.42 0.43 0.69
C 3.502 2.953 2.996 -0.39 -0.37 -1.10
C 3.827 2.006 4.156 -0.59 0.93 1.16
O 4.890 2.605 4.870 1.38 0.07 -0.20
C 5.275 1.914 6.029 0.30 0.36 -0.37
N 2.335 2.389 2.250 1.37 0.03 0.99
H 1.562 2.242 2.935 -1.35 0.00 -0.26
H 2.107 2.924 1.411 -0.75 0.34 0.21
H 2.574 1.448 1.891 -0.32 -0.64 -0.75
H 2.935 4.994 2.493 -0.39 -0.32 -0.08
H 4.172 4.876 3.689 0.13 -0.21 0.10
H 2.536 4.512 4.173 -0.29 -0.07 -0.22
H 4.323 2.951 2.275 0.26 -0.21 0.14
H 4.028 0.969 3.871 0.18 0.10 -0.35
H 3.043 1.991 4.924 -0.79 -0.24 -0.70
H 6.121 2.458 6.453 -0.13 0.19 0.13
H 5.674 0.920 5.804 -0.38 -0.27 0.00
H 4.455 1.888 6.750 -0.02 -0.28 0.09
C -0.410 0.469 -2.118 0.58 1.09 -0.53
C -1.134 -0.013 -0.882 0.25 -1.01 -0.02
C -0.859 -1.524 -0.762 -0.21 0.01 0.49
O -1.771 -2.126 0.154 0.24 -0.92 0.46
C -1.362 -3.430 0.587 0.60 0.72 0.21
N -0.674 0.647 0.373 -0.27 0.90 -0.66
H -1.191 0.320 1.202 -0.18 0.43 0.51
H 0.348 0.635 0.535 0.48 -0.63 -0.20
H -0.922 1.659 0.376 -0.64 0.33 0.01
H -0.586 1.525 -2.334 -0.17 0.05 0.40
H -0.685 -0.021 -3.054 -0.33 -0.43 0.27
H 0.676 0.387 -2.035 0.01 -0.19 0.32
H -2.202 0.186 -0.967 -0.05 0.06 0.12
H 0.179 -1.622 -0.426 0.08 -0.13 0.13
H -0.973 -2.093 -1.690 0.12 0.46 -0.40
H -0.580 -3.375 1.353 -0.05 0.32 0.25
H -0.850 -4.043 -0.161 -0.51 0.09 -0.63
H -2.200 -3.967 1.026 -0.22 0.14 -0.20
C 1.539 3.637 -1.056 -0.86 1.21 1.33
O 0.553 4.261 -0.353 0.79 -0.40 -1.17
H 2.153 4.329 -1.682 0.26 0.20 -0.71
H 2.332 3.229 -0.389 0.43 -0.62 -0.03
H 1.206 2.803 -1.704 0.14 -0.29 -0.29
C -3.634 2.778 -1.034 1.81 1.64 2.16
O -2.994 2.897 0.170 -0.66 -1.04 -0.78
H -2.999 2.139 -1.684 -0.68 -0.52 -0.99
H -4.717 2.539 -0.993 -0.30 -0.77 -0.26
H -3.620 3.802 -1.473 -0.26 0.21 -1.04
C 3.125 -0.221 -0.313 -0.74 -0.43 0.22
O 2.235 0.232 0.630 0.37 0.02 -0.07
H 2.787 -0.087 -1.360 -0.06 0.41 -0.28
H 4.149 0.188 -0.272 0.16 0.33 0.11
H 3.271 -1.318 -0.289 0.14 -0.30 0.23
S -0.968 2.236 3.395 -3.58 3.45 -1.12
O -0.654 3.354 2.471 1.25 -0.91 0.63
O -1.706 2.789 4.557 0.94 -0.47 0.97
O -1.903 1.326 2.714 0.06 -2.19 -0.40
O 0.250 1.493 3.764 2.40 -1.00 0.86
C -5.563 -1.411 -2.506 -0.82 0.75 -0.52
C -5.942 -1.773 -1.089 -0.48 0.86 0.04
C -5.031 -2.713 -0.301 0.07 0.29 -1.00
O -4.701 -1.972 0.854 0.21 -0.84 -0.53
C -5.107 -0.662 0.710 0.32 -0.19 2.23
O -4.865 0.137 1.546 -0.31 0.05 -0.73
O -5.908 -0.554 -0.347 -0.22 0.36 -0.51
H -4.779 -0.656 -2.603 0.90 -0.84 0.46
H -6.338 -0.749 -2.910 -0.57 -0.54 -0.02
H -5.487 -2.291 -3.143 0.35 0.12 -0.10
H -6.987 -2.094 -1.039 0.01 -0.22 -0.18
H -4.179 -2.932 -0.951 0.48 0.06 0.51
H -5.530 -3.663 -0.103 0.01 0.08 0.53
C -2.343 -1.610 4.987 -0.50 -0.77 -0.27
C -1.622 -2.387 3.892 -0.96 2.06 -1.17
C -0.201 -1.898 3.643 -0.96 0.41 0.52
O 0.547 -3.101 3.850 0.79 -0.34 0.14
C -0.256 -4.135 4.138 0.86 -0.41 -0.79
O 0.140 -5.271 4.278 -0.12 0.37 0.24
O -1.528 -3.786 4.128 -0.10 -0.45 0.85
H -2.380 -0.532 4.820 0.43 0.00 -0.41
H -1.882 -1.818 5.955 -0.02 0.01 0.05
H -3.385 -1.938 4.980 -0.02 -0.06 0.33
H -2.129 -2.316 2.928 -0.49 0.27 0.31
H 0.033 -1.096 4.344 0.54 -0.20 0.02
H -0.122 -1.469 2.645 0.54 -0.35 -0.05
C 2.410 0.542 -4.687 -0.50 -1.37 0.57
C 3.674 -0.251 -4.994 0.20 2.88 -0.40
C 4.935 0.368 -4.353 -0.22 -0.74 0.43
O 5.517 -0.781 -3.684 0.32 0.36 0.13
C 4.700 -1.849 -3.740 -0.57 0.67 -0.70
O 4.923 -2.931 -3.307 0.19 -0.08 0.19
O 3.567 -1.526 -4.433 0.47 -0.90 0.09
H 2.288 1.561 -5.045 0.46 -0.06 -0.18
H 2.280 0.494 -3.603 0.03 0.41 0.05
H 1.587 -0.066 -5.068 -0.18 0.29 -0.20
H 3.862 -0.224 -6.071 -0.25 -0.89 -0.13
H 4.697 1.168 -3.652 -0.01 -0.30 0.36
H 5.661 0.767 -5.060 0.00 -0.25 -0.13
C -0.328 6.578 -3.995 0.01 -0.36 0.04
C -0.111 5.073 -3.975 0.55 0.53 0.90
C -1.274 4.148 -3.571 0.89 2.35 0.09
O -1.100 3.063 -4.455 -0.03 -1.10 -0.43
C -0.229 3.363 -5.431 -0.62 -0.04 0.16
O 0.075 2.634 -6.333 0.01 -0.18 -0.07
O 0.208 4.610 -5.295 0.70 0.25 -0.32
H -0.797 6.842 -3.047 -0.12 0.18 -0.10
H -0.897 6.915 -4.864 -0.35 -0.12 0.14
H 0.637 7.084 -4.043 0.04 -0.03 0.06
H 0.740 4.925 -3.305 0.07 -0.46 -0.15
H -2.147 4.759 -3.814 -0.65 -0.83 0.20
H -1.176 3.903 -2.511 -0.37 -0.33 0.01
F -3.334 -7.143 1.225 0.01 -0.02 -0.18
C -2.080 -7.054 0.729 0.63 -0.80 -0.20
C -1.066 -6.659 1.566 -0.15 0.59 1.05
C 0.227 -6.508 1.104 0.59 -0.38 -0.99
C 0.480 -6.687 -0.255 -1.00 -0.49 -0.47
C -0.545 -7.205 -1.067 0.55 0.46 -0.03
C -1.803 -7.479 -0.564 -0.82 0.86 0.39
H -1.302 -6.368 2.583 0.05 -0.20 0.10
H 1.081 -6.319 1.740 -0.37 0.51 0.37
H 1.409 -6.398 -0.727 0.20 -0.18 0.22
H -0.393 -7.306 -2.134 0.17 -0.20 0.00
H -2.637 -7.811 -1.169 0.15 -0.13 -0.19